# 1
Formula: C2H3ClN4
Source: the Open Molecules 2025 dataset
Level of theory: ωB97M-V with the def2-TZVPD basis set

```
10
C2H3ClN4 | the Open Molecules 2025 dataset | ωB97M-V with the def2-TZVPD basis set
C 0.41 1.39 0.75
C 0.68 1.24 2.93
N 0.71 2.00 1.95
N 0.52 -0.45 2.14
N 0.33 0.09 1.00
N 0.19 -0.73 -0.16
Cl 1.05 1.43 4.52
H 0.48 1.60 -0.31
H -0.76 -1.05 -0.21
H 0.59 -1.60 0.10
```

Values from the calculation:
- Energy relative to the best compared isomer or geometry (same formula, charge and spin): 71.6 kcal/mol
- Energy: -20601.28957 eV
- Gap between HOMO and LUMO: 9.17 eV
- E_HOMO: -0.310 hartree

Here are the Löwdin charges for atoms 1 to 2, given in e: number 1, C, carries -0.14; number 2, C, carries -0.76

# 2
Formula: C2H3ClNO3S
Source: the Open Molecules 2025 dataset
Level of theory: ωB97M-V with the def2-TZVPD basis set

```
11
C2H3ClNO3S | the Open Molecules 2025 dataset | ωB97M-V with the def2-TZVPD basis set
C 1.15 -0.28 0.83
C -1.11 0.90 -0.28
N 2.20 0.32 1.22
O -1.42 -1.76 -1.08
O -0.22 -0.20 -2.45
O 0.89 -0.79 -0.28
S -0.73 -0.46 -1.17
Cl -0.15 -0.70 2.07
H -0.64 1.59 -0.94
H -2.27 0.91 -0.17
H 2.29 0.47 2.26
```

Values from the calculation:
- Energy relative to the best compared isomer or geometry (same formula, charge and spin): 46.5 kcal/mol
- Energy: -33111.98685 eV
- Gap between HOMO and LUMO: 7.96 eV
- Net charge: -1
- SMILES string: [H]/N=C(\Cl)O[S@](=C)(=O)[O-]
- E_HOMO: -0.157 hartree

Here are the Löwdin charges for atoms 1 to 2, given in e: number 1, C, carries -0.97; number 2, C, carries -0.33

# 3
Formula: C2H3ClO2
Source: the Open Molecules 2025 dataset
Level of theory: ωB97M-V with the def2-TZVPD basis set

```
8
C2H3ClO2 | the Open Molecules 2025 dataset | ωB97M-V with the def2-TZVPD basis set
C 1.40 0.16 0.32
C -1.34 -0.36 -0.30
O 0.97 0.46 -0.75
O -1.36 -1.16 0.58
Cl -2.05 1.26 -0.06
H 0.81 -0.28 1.10
H 2.50 0.52 0.36
H -0.92 -0.59 -1.24
```

Values from the calculation:
- Energy relative to the best compared isomer or geometry (same formula, charge and spin): 36.7 kcal/mol
- Energy: -18738.46114 eV
- Gap between HOMO and LUMO: 11.12 eV
- SMILES string: O=CCl.C=O
- E_HOMO: -0.386 hartree

Here are the Löwdin charges for atoms 1 to 2, given in e: number 1, C, carries -0.12; number 2, C, carries -0.70

# 4
Formula: C2H3ClO2
Source: the Open Molecules 2025 dataset
Level of theory: ωB97M-V with the def2-TZVPD basis set

```
8
C2H3ClO2 | the Open Molecules 2025 dataset | ωB97M-V with the def2-TZVPD basis set
C 2.00 1.54 0.51
C -2.03 0.47 -0.05
O 2.22 2.18 -0.39
O -1.56 -0.06 -1.01
Cl 4.20 -0.59 -0.07
H -1.42 0.99 0.71
H -3.12 0.48 0.15
H 4.34 -1.75 -0.60
```

Values from the calculation:
- Energy relative to the best compared isomer or geometry (same formula, charge and spin): 28.6 kcal/mol
- Energy: -18738.80952 eV
- Gap between HOMO and LUMO: 11.12 eV
- E_HOMO: -0.377 hartree

Here are the Löwdin charges for atoms 1 to 2, given in e: number 1, C, carries -0.07; number 2, C, carries -0.16

# 5
Formula: C2H3ClO2S
Source: the Open Molecules 2025 dataset
Level of theory: ωB97M-V with the def2-TZVPD basis set

```
9
C2H3ClO2S | the Open Molecules 2025 dataset | ωB97M-V with the def2-TZVPD basis set
C 0.62 -0.08 -0.31
C 0.61 -1.59 -0.46
O -1.81 0.47 1.36
O 0.91 -2.34 0.40
S -0.98 0.69 -0.56
Cl 0.10 -2.20 -2.08
H 0.80 0.12 0.73
H 1.38 0.34 -0.92
H -1.99 -0.42 1.20
```

Values from the calculation:
- Energy relative to the best compared isomer or geometry (same formula, charge and spin): 35.6 kcal/mol
- Energy: -29573.17029 eV
- Gap between HOMO and LUMO: 8.64 eV
- SMILES string: O=C(Cl)CSO
- E_HOMO: -0.374 hartree

Here are the Löwdin charges for atoms 1 to 2, given in e: number 1, C, carries -0.52; number 2, C, carries -0.84

# 6
Formula: C2H3ClS2
Source: the Open Molecules 2025 dataset
Level of theory: ωB97M-V with the def2-TZVPD basis set

```
8
C2H3ClS2 | the Open Molecules 2025 dataset | ωB97M-V with the def2-TZVPD basis set
C -0.54 0.01 -0.26
C 0.70 -0.70 0.35
H -1.40 2.13 -0.50
H 0.41 -2.10 0.49
H 0.82 -0.25 1.71
S -0.16 1.71 -0.35
S -2.05 -0.60 -0.68
Cl 2.23 -0.20 -0.77
```

Values from the calculation:
- Energy relative to the best compared isomer or geometry (same formula, charge and spin): 71.0 kcal/mol
- Energy: -36312.05835 eV
- Gap between HOMO and LUMO: 8.07 eV
- E_HOMO: -0.336 hartree

Here are the Löwdin charges for atoms 1 to 2, given in e: number 1, C, carries -1.32; number 2, C, carries -0.61

# 7
Formula: C2H3ClSi
Source: the Open Molecules 2025 dataset
Level of theory: ωB97M-V with the def2-TZVPD basis set

```
7
C2H3ClSi | the Open Molecules 2025 dataset | ωB97M-V with the def2-TZVPD basis set
C 1.42 -1.38 0.03
C 0.79 -0.34 0.01
Si -0.68 0.85 0.03
Cl -2.44 -0.08 0.01
H 2.08 -2.12 -0.12
H -0.80 1.46 1.32
H -0.37 1.62 -1.29
```

Values from the calculation:
- Energy relative to the best compared isomer or geometry (same formula, charge and spin): 6.3 kcal/mol
- Energy: -22521.57251 eV
- Gap between HOMO and LUMO: 11.40 eV
- SMILES string: C#C[SiH2]Cl
- E_HOMO: -0.390 hartree

Here are the Löwdin charges for atoms 1 to 2, given in e: number 1, C, carries 0.04; number 2, C, carries -0.28

# 8
Formula: C2H3EuFO2P
Source: the Open Molecules 2025 dataset
Level of theory: ωB97M-V with the def2-TZVPD basis set

```
10
C2H3EuFO2P | the Open Molecules 2025 dataset | ωB97M-V with the def2-TZVPD basis set
P -0.21 1.58 0.76
F 1.10 -1.58 2.34
O 0.82 1.04 -0.74
C 0.26 1.01 -2.00
H 0.26 1.93 -2.58
H -1.45 1.36 0.09
C -0.27 -0.17 -2.42
O -0.30 -1.24 -1.65
Eu 0.53 -1.06 0.36
H -0.67 -0.24 -3.44
```

Values from the calculation:
- Energy: -37553.69713 eV
- Multiplicity: 8
- Gap between HOMO and LUMO (spin up / spin down): 5.52 / 6.13 eV
- Net charge: -1
- E_HOMO (spin up / spin down): -0.084 / -0.114 hartree
- Expectation value of S²: 15.76

Here are the Löwdin charges for atoms 1 to 2, given in e: number 1, P, carries 0.49; number 2, F, carries -0.79

# 9
Formula: C2H3F2N
Source: the Open Molecules 2025 dataset
Level of theory: ωB97M-V with the def2-TZVPD basis set

```
8
C2H3F2N | the Open Molecules 2025 dataset | ωB97M-V with the def2-TZVPD basis set
C -0.21 0.79 -0.34
C -0.48 -0.51 0.28
N 0.37 -0.42 -0.84
F -1.51 -1.30 0.14
F 2.48 -0.10 0.12
H -0.95 0.98 -1.07
H 0.33 1.37 0.46
H -0.03 -0.80 1.24
```

Values from the calculation:
- Energy relative to the best compared isomer or geometry (same formula, charge and spin): 131.6 kcal/mol
- Energy: -9040.93384 eV
- Gap between HOMO and LUMO (spin up / spin down): 7.78 / 7.78 eV
- E_HOMO (spin up / spin down): -0.417 / -0.417 hartree

Here are the Löwdin charges for atoms 1 to 2, given in e: number 1, C, carries -0.04; number 2, C, carries -0.44

# 10
Formula: C2H3F2NO
Source: the Open Molecules 2025 dataset
Level of theory: ωB97M-V with the def2-TZVPD basis set

```
9
C2H3F2NO | the Open Molecules 2025 dataset | ωB97M-V with the def2-TZVPD basis set
C 0.76 -1.03 0.20
C -0.50 -0.11 -0.07
N -0.10 1.32 -0.01
O 1.90 -0.60 0.15
F -1.17 -0.52 -1.18
F -1.33 -0.44 0.96
H 0.33 -2.07 0.36
H 0.92 1.56 -0.14
H -0.82 1.90 -0.27
```

Values from the calculation:
- Energy relative to the best compared isomer or geometry (same formula, charge and spin): 26.1 kcal/mol
- Energy: -11094.48537 eV
- Gap between HOMO and LUMO: 11.01 eV
- SMILES string: NC(F)(F)C=O
- E_HOMO: -0.391 hartree

Here are the Löwdin charges for atoms 1 to 2, given in e: number 1, C, carries -0.12; number 2, C, carries -0.56